A cluster of 15 separate species, C44H96N8O22 in total at a distorted geometry, computed with ωB97M-V with the def2-TZVPD basis set.

CARTESIAN COORDINATES (ANGSTROEM)
O -0.401 -1.495 -5.824
C -0.041 -0.356 -5.911
O -0.866 0.701 -5.611
C -2.235 0.333 -5.375
C -2.887 -0.157 -6.608
C 1.369 0.090 -6.229
H -2.716 1.278 -5.103
H -2.366 -0.336 -4.530
H -2.824 0.560 -7.408
H -4.019 -0.222 -6.456
H -2.529 -1.185 -6.917
H 1.371 1.100 -6.723
H 1.725 -0.658 -6.943
H 1.875 0.081 -5.331
O 0.110 -5.014 5.292
C -0.596 -4.915 6.304
O -1.517 -3.977 6.506
C -1.510 -2.879 5.593
C -2.980 -2.515 5.501
C -0.548 -5.917 7.428
H -1.155 -3.106 4.607
H -0.928 -2.039 5.968
H -3.231 -1.598 4.984
H -3.416 -2.584 6.523
H -3.444 -3.408 5.043
H -1.246 -5.550 8.181
H 0.519 -5.939 7.649
H -0.811 -6.914 7.133
O 1.483 0.663 0.285
C 0.374 0.139 0.459
O -0.770 0.555 -0.218
C -0.680 1.827 -0.954
C -0.681 1.548 -2.476
C 0.061 -0.963 1.369
H 0.198 2.375 -0.770
H -1.483 2.470 -0.601
H -1.609 1.105 -2.782
H 0.208 0.931 -2.720
H -0.554 2.469 -3.008
H -0.867 -1.365 1.086
H -0.039 -0.589 2.421
H 0.833 -1.721 1.374
O 6.690 -0.772 0.983
C 5.555 -1.038 0.824
O 4.828 -0.845 -0.294
C 5.538 -0.387 -1.459
C 5.676 -1.499 -2.493
C 4.630 -1.664 1.825
H 6.546 -0.088 -1.178
H 5.097 0.534 -1.788
H 6.322 -1.198 -3.336
H 4.693 -1.778 -3.005
H 6.050 -2.426 -2.135
H 3.665 -1.151 1.654
H 5.090 -1.503 2.829
H 4.522 -2.735 1.660
O 0.643 -0.048 5.479
C 1.726 0.407 5.192
O 2.616 -0.244 4.456
C 2.297 -1.579 4.214
C 2.743 -2.489 5.375
C 2.203 1.706 5.718
H 2.770 -1.999 3.336
H 1.264 -1.661 3.977
H 2.263 -2.211 6.350
H 3.827 -2.574 5.518
H 2.427 -3.525 5.161
H 1.833 2.016 6.696
H 1.760 2.379 4.965
H 3.283 1.860 5.613
O -2.884 1.939 4.950
C -3.340 2.082 3.865
O -2.804 2.787 2.873
C -1.530 3.472 3.111
C -0.332 2.675 2.665
C -4.541 1.451 3.331
H -1.481 3.566 4.220
H -1.663 4.451 2.683
H 0.534 3.256 3.022
H -0.259 2.606 1.566
H -0.249 1.668 3.081
H -4.225 0.879 2.427
H -5.213 2.227 2.938
H -5.014 0.737 3.966
O -5.105 -0.260 -1.498
C -4.508 -1.325 -1.474
O -5.061 -2.463 -1.085
C -6.418 -2.559 -0.533
C -7.424 -2.914 -1.576
C -3.076 -1.627 -1.775
H -6.611 -1.661 -0.012
H -6.309 -3.418 0.182
H -8.493 -2.877 -1.417
H -7.180 -3.869 -2.034
H -7.237 -2.224 -2.435
H -2.798 -2.545 -1.276
H -2.513 -0.834 -1.284
H -2.876 -1.587 -2.849
O 2.933 3.508 3.333
C 3.490 3.271 2.261
N 3.437 4.272 1.335
C 4.191 1.984 1.874
H 2.951 5.110 1.736
H 3.753 4.183 0.392
H 4.121 1.279 2.683
H 5.257 2.252 1.643
H 3.905 1.526 0.913
O -2.182 -3.267 1.039
C -3.144 -4.067 1.062
N -4.266 -3.846 1.747
C -3.134 -5.315 0.225
H -4.359 -2.948 2.197
H -5.081 -4.467 1.789
H -4.109 -5.510 -0.301
H -2.949 -6.272 0.812
H -2.368 -5.312 -0.503
O 2.111 -0.881 -3.130
C 1.797 -1.886 -2.518
N 2.272 -2.121 -1.285
C 0.948 -3.047 -3.034
H 2.954 -1.403 -0.902
H 2.022 -2.991 -0.837
H -0.065 -2.849 -2.695
H 1.402 -3.958 -2.589
H 0.932 -3.076 -4.106
O -3.337 4.538 -3.097
C -3.741 3.747 -2.219
N -4.297 2.573 -2.527
C -3.739 4.022 -0.776
H -4.513 1.830 -1.851
H -4.550 2.427 -3.516
H -4.701 4.584 -0.655
H -2.882 4.613 -0.375
H -3.903 3.134 -0.190
O 3.735 3.810 -2.122
C 3.584 2.666 -2.579
N 2.772 1.810 -1.981
C 4.316 2.246 -3.809
H 2.342 2.117 -1.144
H 2.559 0.828 -2.333
H 5.393 2.141 -3.601
H 4.298 3.025 -4.610
H 3.905 1.343 -4.282
O 1.710 6.134 -5.378
C 1.296 5.010 -5.284
N 1.814 4.235 -4.329
C 0.169 4.348 -6.082
H 1.393 3.384 -4.032
H 2.545 4.581 -3.720
H -0.550 4.987 -6.560
H -0.351 3.644 -5.420
H 0.621 3.788 -6.874
O 1.287 -4.458 0.250
C 1.373 -4.586 1.471
N 0.352 -4.283 2.309
C 2.671 -4.979 2.104
H -0.462 -3.892 1.858
H 0.409 -4.394 3.328
H 3.332 -5.356 1.327
H 2.474 -5.671 2.961
H 3.031 -4.067 2.561
O -0.361 4.911 -0.964
C 0.080 5.641 -1.861
N -0.713 5.967 -2.909
C 1.442 6.222 -1.691
H -1.667 5.567 -2.969
H -0.427 6.669 -3.575
H 1.741 6.779 -2.564
H 2.153 5.411 -1.655
H 1.453 6.843 -0.752

As for the HOMO-LUMO gap: 9.0 eV. For the energy above the lowest of the compared OMol25 structures with the same formula, charge and spin, the calculation gives 0.000 eV. The value obtained for the total energy is -3827.73911 Eh. The charge is 0. The value obtained for the highest occupied orbital energy is -9.0 eV.

These are the Mulliken partial charges, in e, on atoms 1 to 2:
1. O -0.591
2. C 0.767